No. 1
Computed, not measured: a 2-piece molecular cluster, C5H11O2 overall, with the ωB97M-V functional and the def2-TZVPD basis.

The geometry in XYZ format:
```
18
Properties=species:S:1:pos:R:3:forces:R:3
C 0.8306 2.1643 1.7422 0.3 -0.1 -0.1
C 1.3856 2.0060 0.3356 -0.1 0.3 0.1
H 1.6203 2.5478 2.4086 -0.5 0.1 -0.1
H -0.0481 2.8004 1.7304 0.0 0.3 0.2
H 0.5031 1.2045 2.1209 0.0 -0.3 0.2
H 1.4926 2.9752 -0.1560 0.3 0.0 0.1
H 0.7347 1.4387 -0.3013 -0.6 -0.4 -0.2
H 2.3264 1.4788 0.3774 0.5 0.0 -0.2
C -1.0383 -1.3972 -0.3014 0.4 0.4 0.2
C -0.1296 -2.5409 -0.7291 0.4 -0.3 0.1
C -1.8188 -0.7612 -1.4927 1.1 0.1 -0.1
O -2.1299 -1.5309 -2.4199 -0.5 -0.2 -0.1
O -1.9161 0.4822 -1.4336 -0.5 0.3 0.1
H -1.7347 -1.7154 0.4795 -0.1 -0.1 -0.1
H -0.4395 -0.5815 0.1408 -0.2 -0.3 -0.1
H 0.0869 -3.2413 0.0702 0.0 -0.2 0.5
H 0.8668 -2.2028 -1.0531 -0.4 0.1 -0.2
H -0.5919 -3.1268 -1.5182 -0.1 0.1 -0.2
```
Positions in Å, forces in eV/Å.

Gap between HOMO and LUMO ... 7.61 eV
E_tot ... -347.64083 Eh
Total charge ... -1

No. 2
Computed, not measured: a 2-piece molecular cluster, C5H11O2 overall, with the ωB97M-V functional and the def2-TZVPD basis.

The geometry in XYZ format:
```
18
Properties=species:S:1:pos:R:3:forces:R:3
C 1.2706 -2.5947 -0.8014 0.2 -0.2 -0.6
C 1.1609 -1.3938 -1.7306 -0.8 -0.2 -0.6
C 1.3205 -2.2726 0.6683 -0.3 -0.1 1.1
H 0.4331 -3.2628 -1.0047 -0.3 0.2 0.1
H 2.1187 -3.2190 -1.1019 0.3 0.1 0.2
H 0.2435 -0.8452 -1.5299 -0.1 0.1 0.3
H 1.0261 -1.7492 -2.7657 0.3 0.1 0.2
H 2.3060 -1.9752 1.0241 0.2 0.1 -0.2
H 0.6244 -1.4840 0.9719 0.0 0.1 -0.4
H 1.9649 -0.6621 -1.7057 0.3 -0.2 0.2
H 1.0172 -3.1375 1.2776 0.2 0.0 -0.2
C 0.2092 1.9443 0.9591 0.0 -0.3 -0.8
C -1.2373 1.6455 0.4326 0.6 0.1 0.3
O -1.7178 2.5181 -0.3182 -0.2 0.0 -0.1
O -1.7333 0.5726 0.8429 -0.2 -0.1 -0.1
H 0.7434 1.0173 1.1563 -0.1 -0.1 0.3
H 0.1548 2.5516 1.8569 0.0 0.1 0.2
H 0.7773 2.4656 0.1837 -0.1 0.3 0.1
```
Positions in Å, forces in eV/Å.

Gap between HOMO and LUMO ... 7.56 eV
E_tot ... -347.64183 Eh
Total charge ... -1

No. 3
Computed, not measured: a 2-piece molecular cluster, C5H11O2 overall, with the ωB97M-V functional and the def2-TZVPD basis.

The geometry in XYZ format:
```
18
Properties=species:S:1:pos:R:3:forces:R:3
C 0.0551 -2.5346 0.7586 -0.4 1.3 0.3
C 1.5608 -2.1772 1.0086 -0.4 -0.2 -0.1
O 1.9610 -2.1427 2.1867 0.0 0.0 0.2
O 2.1973 -1.9959 -0.0563 0.1 0.1 0.1
H -0.1866 -2.0351 -0.1820 -0.1 -1.0 -0.5
H -0.6878 -2.0589 1.4207 0.6 -0.1 0.5
H -0.1263 -3.6035 0.8431 0.1 -0.1 -0.5
C -0.5129 2.1436 -0.4078 0.1 -1.3 -0.7
C -0.2303 1.0947 0.7164 0.6 1.0 -1.4
C -0.5938 1.4879 -1.8081 -1.0 -0.8 -0.2
H -1.4631 2.6509 -0.2457 0.3 0.5 0.3
H 0.3378 2.8096 -0.4796 -0.2 0.6 0.3
H -1.1180 0.9749 1.3077 -0.1 -0.4 0.6
H 0.6512 1.4273 1.2611 -0.3 0.0 0.6
H -1.6074 1.3803 -2.2289 0.0 0.7 0.2
H 0.0182 1.9788 -2.5580 0.1 0.0 -0.1
H 0.1070 0.1739 0.2468 -0.3 -0.2 0.2
H -0.3623 0.4262 -1.7833 0.8 -0.1 0.2
```
Positions in Å, forces in eV/Å.

Gap between HOMO and LUMO ... 7.58 eV
E_tot ... -347.62126 Eh
Total charge ... -1

No. 4
Computed, not measured: a 2-piece molecular cluster, C5H11O2 overall, with the ωB97M-V functional and the def2-TZVPD basis.

The geometry in XYZ format:
```
18
Properties=species:S:1:pos:R:3:forces:R:3
C -0.5099 -1.2894 1.9321 -0.3 -0.5 -0.1
C 0.0067 -0.4439 3.0930 -0.1 0.4 0.4
H 0.3030 -1.7443 1.3728 0.2 -0.1 0.1
H -1.1616 -2.1113 2.2732 0.2 0.3 -0.1
H -1.0590 -0.7247 1.1772 0.0 0.2 0.3
H 1.0666 -0.2287 2.9954 0.2 -0.1 0.0
H -0.1438 -0.9131 4.0789 0.0 0.0 -0.4
H -0.4617 0.5422 3.1356 -0.2 -0.1 0.0
C 0.3781 0.4871 -1.4461 -0.1 -0.9 -0.9
C -0.1650 -0.0841 -2.7818 0.2 -0.4 0.5
C 0.4995 2.0168 -1.4972 -0.1 0.2 -0.1
O 1.1468 2.4799 -2.4697 0.0 -0.2 0.2
O -0.1127 2.6378 -0.6005 0.1 0.1 0.2
H -0.2678 0.1265 -0.6527 -0.1 0.4 0.3
H 1.3461 0.0013 -1.3189 0.3 0.2 0.3
H 0.6615 -0.3842 -3.4246 -0.1 0.3 -0.3
H -0.7997 0.6373 -3.2866 -0.1 0.0 -0.2
H -0.7271 -1.0049 -2.5801 -0.1 0.1 -0.1
```
Positions in Å, forces in eV/Å.

Gap between HOMO and LUMO ... 7.47 eV
E_tot ... -347.63420 Eh
Total charge ... -1

No. 5
Computed, not measured: a 2-piece molecular cluster, C5H11O2 overall, with the ωB97M-V functional and the def2-TZVPD basis.

The geometry in XYZ format:
```
18
Properties=species:S:1:pos:R:3:forces:R:3
C 0.7928 -0.0222 2.6574 0.3 -0.9 3.3
C -0.4937 -0.8842 2.4959 -1.6 2.0 -0.1
H 1.0200 -0.0917 3.7974 -0.4 0.9 -1.4
H 1.6983 -0.5186 2.3603 0.2 -0.7 -1.0
H 0.9490 1.0136 2.3210 -1.0 -0.3 0.0
H -0.3808 -1.8538 2.8935 0.9 -1.4 0.2
H -0.8200 -0.8981 1.4249 0.2 -0.2 1.3
H -1.3966 -0.5687 3.1697 1.5 0.3 -1.2
C 0.8589 0.4107 -1.4626 -2.5 -0.9 0.2
C 1.3296 -0.9375 -2.0037 -0.2 -0.6 0.5
C -0.6816 0.5782 -0.8814 1.8 -0.8 -0.6
O -1.2882 1.5459 -1.3367 -0.3 0.8 -0.2
O -1.0768 -0.2955 -0.0828 -0.1 0.0 -0.9
H 1.6015 0.7497 -0.7922 0.5 0.3 1.4
H 0.9036 1.1035 -2.2368 0.0 1.3 -1.5
H 2.3814 -0.8883 -1.7732 0.6 -0.9 0.1
H 1.2957 -1.0867 -3.0827 -0.4 0.4 -0.2
H 0.8319 -1.8341 -1.5593 0.5 0.8 0.0
```
Positions in Å, forces in eV/Å.

Gap between HOMO and LUMO ... 8.14 eV
E_tot ... -347.59738 Eh
Total charge ... -1

No. 6
Computed, not measured: a 2-piece molecular cluster, C5H11O2 overall, with the ωB97M-V functional and the def2-TZVPD basis.

The geometry in XYZ format:
```
18
Properties=species:S:1:pos:R:3:forces:R:3
C 2.7131 -1.0318 0.9863 -0.7 -1.4 1.3
C 1.7771 -2.1326 0.4245 0.5 0.9 -1.3
C 2.1221 0.3511 0.7684 0.2 0.6 0.3
H 2.8027 -1.3002 2.0571 -0.3 0.7 -0.1
H 3.7539 -1.1991 0.6948 -0.1 0.4 -0.7
H 0.7378 -1.7964 0.4293 0.0 -0.1 0.4
H 1.8860 -3.0851 0.9289 0.0 -0.2 0.0
H 2.3940 0.7939 -0.1905 0.0 -0.1 -0.1
H 1.0347 0.3774 0.8496 -0.1 -0.4 -0.2
H 1.9985 -2.2356 -0.6507 -0.1 -0.4 0.2
H 2.4046 1.0616 1.5452 0.5 0.1 0.0
C -1.0272 1.6168 -1.3741 -1.6 -0.8 0.2
C -2.0084 0.6356 -0.4730 2.9 1.6 -1.1
O -2.8784 0.0297 -1.0910 -0.9 -0.5 0.3
O -1.5736 0.6533 0.7008 -1.1 -0.7 0.5
H -0.1462 1.7150 -0.7515 0.2 0.4 -0.4
H -1.5810 2.5482 -1.5428 0.3 0.1 0.3
H -0.8559 1.1965 -2.3706 0.2 -0.1 0.2
```
Positions in Å, forces in eV/Å.

Gap between HOMO and LUMO ... 7.33 eV
E_tot ... -347.62731 Eh
Total charge ... -1

No. 7
Computed, not measured: a 2-piece molecular cluster, C5H11O2 overall, with the ωB97M-V functional and the def2-TZVPD basis.

The geometry in XYZ format:
```
18
Properties=species:S:1:pos:R:3:forces:R:3
C -0.0050 2.0204 -1.1780 1.8 -0.3 -0.2
C -0.6737 1.6526 0.1085 3.4 -0.5 3.2
C 0.9414 0.8000 -1.6006 -1.3 0.8 0.4
O 0.3859 -0.1636 -2.1368 -1.4 -0.8 -1.0
O 2.1069 0.8433 -1.2472 2.1 0.8 0.7
H -0.8415 2.1038 -1.8481 0.0 0.4 -0.9
H 0.6174 2.9732 -1.0917 -1.0 -1.1 -0.1
H -1.2580 2.4817 0.4455 -1.0 0.1 0.5
H 0.1369 1.4365 1.0200 -1.6 1.0 -2.2
H -1.1035 0.6683 0.0978 -1.0 0.1 -0.6
C 0.2989 -2.2178 0.3719 -0.2 0.4 -2.1
C -0.3462 -1.5266 1.5621 -2.3 -0.4 0.0
H 1.3582 -2.3602 0.6465 -0.4 -0.2 -0.9
H -0.1649 -3.1323 -0.0889 0.3 0.2 1.4
H 0.1602 -1.5862 -0.5527 1.0 -0.1 0.9
H -1.3514 -2.0492 1.8270 1.9 0.6 0.4
H 0.4288 -1.4465 2.3308 -0.8 -0.2 0.5
H -0.6902 -0.4972 1.3339 0.6 -0.8 0.1
```
Positions in Å, forces in eV/Å.

Gap between HOMO and LUMO ... 8.02 eV
E_tot ... -347.59973 Eh
Total charge ... -1

No. 8
Computed, not measured: a 2-piece molecular cluster, C5H11O2 overall, with the ωB97M-V functional and the def2-TZVPD basis.

The geometry in XYZ format:
```
18
Properties=species:S:1:pos:R:3:forces:R:3
C 0.3150 -1.9722 0.4446 2.1 -1.7 0.4
C 1.0532 -0.6531 0.2455 0.4 1.5 -1.3
C -0.4852 -1.9756 1.8086 0.4 -0.4 -1.9
H -0.2928 -2.3553 -0.3420 -1.2 1.2 -0.9
H 1.0622 -2.8907 0.2473 -0.8 1.7 1.6
H 1.7310 -0.3385 1.0458 -0.7 -0.3 0.8
H 0.3619 0.1965 0.0107 0.4 -0.8 0.5
H -0.6269 -0.9502 2.1861 -0.2 -0.4 -0.4
H -1.4294 -2.5202 1.5992 0.4 0.5 0.7
H 1.8297 -0.5410 -0.5413 -0.8 -0.9 -0.4
H 0.1268 -2.5045 2.5072 0.1 -0.4 0.8
C -0.2553 2.6830 -0.7426 2.2 -1.7 -3.4
C -0.8601 1.8528 -1.9416 -0.2 1.6 -2.0
O -0.2715 2.1059 -3.0298 0.9 0.0 0.5
O -1.9163 1.2128 -1.9036 -0.7 -0.8 1.7
H -0.6640 2.5311 0.1635 -1.1 -1.5 3.4
H -0.5423 3.6882 -0.8995 0.4 1.4 -0.9
H 0.8641 2.4310 -0.8580 -1.6 1.0 0.7
```
Positions in Å, forces in eV/Å.

Gap between HOMO and LUMO ... 7.18 eV
E_tot ... -347.59001 Eh
Total charge ... -1

No. 9
Computed, not measured: a 2-piece molecular cluster, C5H11O2 overall, with the ωB97M-V functional and the def2-TZVPD basis.

The geometry in XYZ format:
```
18
Properties=species:S:1:pos:R:3:forces:R:3
C 0.7488 -1.7096 -0.8168 0.8 0.0 0.6
C 0.1516 -2.2273 -2.1142 -0.9 0.5 0.1
C 2.1731 -2.2826 -0.6355 -0.8 0.2 -0.9
H 0.1791 -1.9369 0.0805 -0.4 -0.3 -0.1
H 0.7693 -0.6175 -0.8036 0.2 0.0 -0.2
H -0.5699 -1.5084 -2.5120 -0.1 -0.1 0.1
H 0.9028 -2.3371 -2.8739 0.6 0.0 -0.4
H 2.7778 -1.8523 -1.4236 0.5 0.3 -0.1
H -0.3577 -3.1876 -2.0328 0.0 -0.1 0.2
H 2.1653 -3.3468 -0.8851 0.0 -0.2 0.5
H 2.6139 -2.0670 0.3282 0.1 -0.1 0.2
C -1.5952 0.6662 1.3934 0.5 0.6 -0.3
C -0.6880 1.8305 0.9108 0.4 0.2 0.0
O -0.0451 2.4317 1.8040 -0.1 -0.1 0.0
O -0.6891 2.0643 -0.3195 -0.1 -0.2 -0.1
H -1.5002 -0.1690 0.7021 -0.1 -0.1 0.1
H -2.6090 1.0603 1.3367 -0.2 -0.2 0.2
H -1.2879 0.4149 2.4042 -0.3 -0.2 0.1
```
Positions in Å, forces in eV/Å.

Gap between HOMO and LUMO ... 7.30 eV
E_tot ... -347.63905 Eh
Total charge ... -1

No. 10
Computed, not measured: a 2-piece molecular cluster, C5H11O2 overall, with the ωB97M-V functional and the def2-TZVPD basis.

The geometry in XYZ format:
```
18
Properties=species:S:1:pos:R:3:forces:R:3
C -1.3647 -0.0962 -1.4676 8.9 5.3 2.3
C -0.2047 -0.5204 -2.3495 0.3 2.1 -1.1
C -1.4302 1.5771 -1.7891 -0.4 2.1 0.1
O -1.3543 2.2718 -0.7140 -0.3 -2.2 -1.9
O -1.4664 1.8258 -2.9776 -0.2 -0.1 1.0
H -2.1810 -0.5263 -1.4387 -8.4 -3.9 -1.2
H -1.1758 0.0391 -0.3811 0.8 -0.8 -0.6
H -0.2715 -0.0041 -3.3665 -0.2 -0.9 1.3
H -0.1263 -1.5565 -2.5213 -0.2 -1.4 0.0
H 0.7595 -0.1636 -1.9587 -0.4 -0.2 0.2
C 0.7838 0.1170 2.8925 -1.0 -2.1 -1.0
C 1.4975 -0.8414 1.9568 -2.4 -0.1 -3.3
H 0.5448 -0.2918 3.8473 -0.6 -0.6 0.5
H 1.3344 0.9350 3.0935 2.5 2.7 0.7
H -0.0603 0.5509 2.4032 -1.0 -0.1 -0.2
H 0.7768 -1.4618 1.2757 0.5 0.7 1.7
H 1.8613 -0.2559 1.0597 1.0 -0.6 1.4
H 2.0771 -1.5985 2.4354 1.1 0.0 0.0
```
Positions in Å, forces in eV/Å.

Spin multiplicity ... 2
Gap between HOMO and LUMO (spin up / spin down) ... 11.58 / 7.05 eV
E_tot ... -347.44425 Eh

No. 11
Computed, not measured: a 2-piece molecular cluster, C5H11O2 overall, with the ωB97M-V functional and the def2-TZVPD basis.

The geometry in XYZ format:
```
18
Properties=species:S:1:pos:R:3:forces:R:3
C 0.0982 -2.1774 -0.5066 0.2 0.5 -0.3
C -0.4389 -2.9920 -1.6863 0.3 0.1 0.6
C 1.5388 -2.5176 -0.1285 -0.5 0.1 0.1
H 0.0524 -1.1188 -0.7794 0.0 0.0 0.1
H -0.5314 -2.2785 0.3779 -0.1 -0.2 0.0
H -0.2664 -4.0538 -1.5028 -0.1 -0.1 -0.1
H 0.0912 -2.7083 -2.5935 -0.1 -0.1 -0.1
H 1.8450 -1.9430 0.7456 0.0 -0.1 0.1
H 1.5763 -3.5802 0.1194 0.4 0.0 -0.1
H -1.5059 -2.8105 -1.8088 0.0 -0.1 -0.2
H 2.2351 -2.2649 -0.9268 0.0 -0.3 -0.1
C -1.6081 2.6181 0.3598 0.1 -0.2 0.0
C -0.2180 2.1550 0.7002 -1.3 1.3 -0.3
O 0.0415 0.9151 0.7127 0.7 -0.3 0.2
O 0.6790 2.9370 1.0113 0.4 -0.8 0.0
H -1.5741 3.6729 0.1023 0.1 0.1 0.0
H -2.2280 2.4936 1.2447 -0.1 0.0 0.1
H -2.0557 2.0482 -0.4534 0.1 -0.1 0.0
```
Positions in Å, forces in eV/Å.

Spin multiplicity ... 2
Gap between HOMO and LUMO (spin up / spin down) ... 12.11 / 7.55 eV
E_tot ... -347.51806 Eh

No. 12
Computed, not measured: C5H11O2 in the gas phase, with the ωB97M-V functional and the def2-TZVPD basis.

The geometry in XYZ format:
```
18
Properties=species:S:1:pos:R:3:forces:R:3
C -0.3252 -0.7302 2.2224 -0.7 2.4 -1.5
O -0.9400 -1.6880 2.9840 0.7 1.2 -0.6
C -0.5097 -0.8100 0.6566 -2.7 -0.2 0.7
C 0.7077 -0.8602 -0.2100 0.3 -2.3 1.1
C 0.5054 -0.0606 -1.4852 -0.4 0.4 -0.4
C 0.0994 1.4448 -1.3068 0.7 0.3 -2.0
O 0.4625 2.4219 -2.4880 -0.6 -2.6 2.7
H 0.7673 -0.6303 2.2681 0.1 -0.2 1.4
H -0.7446 0.3969 2.4958 0.7 -2.7 0.1
H -1.0430 -0.0056 0.1778 -0.8 0.8 1.0
H -1.2462 -1.6122 0.5652 0.4 -0.5 -0.5
H 1.4547 -0.4769 0.4776 1.0 0.2 -0.5
H 0.8858 -2.0005 -0.3214 0.4 2.0 -0.6
H -0.2373 -0.6037 -2.0430 -0.7 -0.1 -0.4
H 1.3590 -0.1356 -2.1178 1.0 0.3 -0.3
H 0.5772 1.7612 -0.4217 1.1 1.0 0.7
H -0.9371 1.6059 -1.0740 -0.7 -0.2 -0.4
H 0.1197 1.9265 -3.2369 0.0 0.1 -0.3
```
Positions in Å, forces in eV/Å.

Spin multiplicity ... 2
Gap between HOMO and LUMO (spin up / spin down) ... 11.49 / 8.44 eV
E_tot ... -347.43538 Eh